Here is one molecule with the formula C3H2O4 from the Open Molecules 2025 dataset. Energies are from ωB97M-V/def2-TZVPD.

LUMO ... -0.023 Eh
Energy relative to the best compared isomer or geometry (same formula, charge and spin) ... 140.41 kcal/mol
Frontier orbital gap ... 9.1658 eV
Spin multiplicity ... 1

Each line ends with the natural charge from an NBO analysis.
Element x y z (Å)
1 C 0.403 0.164 -0.456  0.26
2 C 0.111 -1.229 0.263  0.31
3 C -0.439 0.037 1.227  0.82
4 O -0.394 1.023 0.280  -0.48
5 O 0.276 -0.166 2.162  -0.48
6 O -1.085 -1.094 0.760  -0.43
7 O 0.033 -0.042 -1.805  -0.68
8 H 1.393 0.411 -0.225  0.17
9 H -0.298 0.894 -2.206  0.50

Cartesian forces, eV/Å:
-0.3 -1.0 -1.7
1.4 -3.4 -3.1
-1.1 1.6 1.5
-1.2 1.1 0.7
0.5 1.2 1.3
-1.6 -0.3 0.2
-0.8 3.5 0.0
1.8 0.5 -0.5
1.2 -3.2 1.5

***

Here is one molecule with the formula C3H2O4 from the Open Molecules 2025 dataset. Energies are from ωB97M-V/def2-TZVPD.

LUMO ... 0.002 Eh
Energy relative to the best compared isomer or geometry (same formula, charge and spin) ... 35.87 kcal/mol
Frontier orbital gap ... 10.3763 eV
SMILES ... O=COC(=O)C=O
Spin multiplicity ... 1

Each line ends with the natural charge from an NBO analysis.
Element x y z (Å)
1 O 0.988 1.256 0.479  -0.53
2 C -0.182 1.428 0.143  0.64
3 O -1.129 0.555 -0.316  -0.48
4 C -0.760 -0.654 0.148  0.68
5 O -1.518 -1.513 0.545  -0.48
6 C 0.761 -1.024 -0.273  0.35
7 O 0.977 -1.499 -1.363  -0.48
8 H -0.598 2.444 0.067  0.15
9 H 1.460 -0.994 0.571  0.16

Cartesian forces, eV/Å:
-3.1 -0.3 -0.6
2.2 2.6 -0.4
0.3 0.9 1.3
0.5 -4.7 -1.1
1.2 2.2 -0.4
-0.9 -1.5 0.2
-0.3 1.1 1.2
0.0 -0.2 0.1
0.2 -0.1 -0.3

***

What is the energy relative to the best compared isomer or geometry (same formula, charge and spin) in the first record? 140.41 kcal/mol